Record 1
{
  "formula": "CHF3NO2S",
  "method": "ωB97M-V/def2-TZVPD",
  "elements": ["C", "N", "O", "O", "F", "F", "F", "S", "H"],
  "positions_angstrom": [[-1.062, 0.658, -0.201], [1.840, 0.257, 0.661], [-0.134, -0.917, 1.716], [0.853, -2.746, -1.158], [-1.580, 1.646, 0.643], [-0.561, 1.432, -1.214], [-2.018, -0.088, -0.720], [0.511, -0.591, 0.535], [2.152, 0.349, -0.261]],
  "atomic_forces_ev_per_a": [[1.8, 1.7, 0.0], [-2.5, -1.1, 2.0], [-1.7, -1.5, 4.9], [-0.1, 0.7, 0.5], [0.0, -1.7, -0.3], [0.0, -0.5, -0.2], [-0.7, 0.0, 0.3], [2.5, 2.3, -5.2], [0.8, 0.1, -2.0]],
  "e_above_lowest_kcal_mol": 152.90,
  "multiplicity": 1,
  "homo_energy_ev": [-4.40, -4.13],
  "total_charge": -1
}

Record 2
{
  "formula": "C8H12S",
  "method": "ωB97M-V/def2-TZVPD",
  "elements": ["C", "C", "C", "S", "C", "C", "C", "C", "C", "H", "H", "H", "H", "H", "H", "H", "H", "H", "H", "H", "H"],
  "positions_angstrom": [[1.006, -2.364, 0.419], [0.720, -1.167, 0.026], [1.367, 0.225, 0.408], [3.159, 0.552, 0.073], [0.352, 0.979, -0.500], [-0.735, 1.725, 0.179], [-1.659, 0.691, 0.722], [-1.790, -0.396, -0.447], [-0.250, -0.372, -0.907], [1.777, -2.408, 1.209], [0.488, -3.271, 0.029], [1.353, 0.273, 1.501], [3.322, 0.208, -1.320], [0.855, 1.505, -1.247], [-1.203, 2.210, -0.622], [-0.325, 2.292, 0.968], [-2.566, 1.063, 1.116], [-1.173, 0.217, 1.574], [-1.986, -1.385, -0.008], [-2.448, 0.108, -1.165], [-0.263, -0.686, -2.010]],
  "atomic_forces_ev_per_a": [[0.1, -1.9, 0.6], [-0.2, 4.1, -1.7], [0.6, -1.5, -0.2], [-0.2, -0.7, -1.5], [0.6, -2.2, 1.3], [0.2, -1.0, 0.2], [0.4, -2.1, -0.3], [2.4, 1.8, 2.0], [-1.8, -2.2, -1.8], [-0.3, -0.6, -0.6], [0.5, 0.8, 0.6], [-0.3, 0.8, 0.0], [-0.6, 0.4, 2.0], [0.7, 0.9, -1.2], [-1.0, 1.7, -0.7], [0.2, 1.5, 0.6], [-1.2, 0.5, 0.1], [0.1, -0.2, 0.2], [-0.7, 0.4, -0.7], [0.0, -1.1, -0.2], [0.5, 0.5, 1.4]],
  "e_above_lowest_kcal_mol": 46.97,
  "smiles": "C=C1[C@@H](S)[C@@H]2CCC[C@H]12",
  "multiplicity": 1,
  "homo_energy_ev": -8.94
}

Record 3
{
  "formula": "C38H21BrCl3CsF8N3O3S3Sb",
  "method": "ωB97M-V/def2-TZVPD",
  "elements": ["Cs", "Br", "C", "C", "C", "C", "C", "C", "N", "C", "C", "C", "C", "C", "C", "N", "H", "H", "H", "H", "H", "H", "H", "H", "H", "F", "C", "C", "C", "C", "C", "C", "Sb", "C", "C", "C", "C", "F", "C", "C", "C", "C", "C", "C", "F", "C", "C", "H", "H", "H", "H", "H", "H", "H", "H", "H", "H", "H", "H", "Cl", "C", "Cl", "Cl", "C", "N", "O", "S", "O", "O", "S", "F", "C", "C", "F", "C", "F", "C", "S", "C", "F", "C", "F"],
  "positions_angstrom": [[0.021, 0.093, 2.216], [5.709, -2.902, 6.380], [3.901, -2.599, 5.714], [2.981, -2.151, 6.608], [1.713, -2.051, 6.145], [1.448, -2.341, 4.798], [2.470, -2.479, 3.858], [3.722, -2.802, 4.345], [0.086, -2.317, 4.301], [-0.229, -3.251, 3.482], [-1.474, -3.058, 2.679], [-1.838, -3.919, 1.661], [-3.027, -3.578, 0.986], [-3.695, -2.410, 1.350], [-3.239, -1.634, 2.370], [-2.131, -1.944, 2.985], [3.353, -1.676, 7.535], [0.883, -1.852, 6.785], [2.312, -2.515, 2.777], [4.590, -3.013, 3.687], [0.370, -4.194, 3.218], [-1.183, -4.814, 1.384], [-3.379, -4.277, 0.159], [-4.596, -2.157, 0.756], [-3.724, -0.737, 2.585], [-3.522, 4.298, -5.357], [-2.645, 3.508, -4.759], [-1.906, 2.578, -5.508], [-1.054, 1.764, -4.782], [-0.855, 1.939, -3.429], [-1.559, 2.922, -2.735], [-2.496, 3.674, -3.411], [0.221, 0.667, -2.128], [-0.954, -1.012, -2.795], [-0.664, -1.401, -4.107], [-1.420, -2.358, -4.704], [-2.483, -2.971, -3.999], [-3.325, -3.906, -4.624], [-2.879, -2.505, -2.713], [-1.997, -1.531, -2.126], [2.012, 0.512, -3.372], [2.388, 1.526, -4.297], [3.339, 1.305, -5.251], [3.963, 0.027, -5.382], [4.681, -0.226, -6.480], [3.675, -0.955, -4.511], [2.689, -0.673, -3.503], [-2.155, 2.564, -6.576], [-0.507, 0.925, -5.297], [-1.430, 3.124, -1.682], [-3.170, 4.380, -2.886], [0.264, -1.082, -4.647], [-1.295, -2.641, -5.763], [-3.645, -2.938, -2.192], [-2.210, -1.284, -1.106], [1.812, 2.479, -4.232], [3.548, 2.023, -6.082], [4.238, -1.889, -4.516], [2.450, -1.428, -2.738], [4.825, 3.197, 1.068], [3.460, 1.997, 1.157], [2.060, 2.868, 0.458], [3.690, 0.485, 0.418], [3.388, 1.840, 2.648], [3.392, 1.832, 3.791], [1.516, -1.376, -0.833], [1.800, -2.563, 0.050], [1.600, -3.786, -0.723], [0.900, -2.588, 1.226], [3.687, -2.651, 0.774], [-2.160, 6.361, 5.204], [-2.388, 5.499, 4.243], [-2.437, 5.838, 2.932], [-2.544, 7.107, 2.511], [-2.489, 4.852, 1.959], [-2.538, 5.280, 0.680], [-2.336, 3.475, 2.267], [-2.141, 2.379, 0.969], [-2.397, 3.176, 3.617], [-2.441, 1.900, 4.092], [-2.321, 4.152, 4.562], [-2.281, 3.885, 5.857]],
  "atomic_forces_ev_per_a": [[0.4, 0.0, -0.1], [-0.3, 0.1, 0.0], [2.4, -0.7, -0.9], [1.2, 1.1, 1.0], [-1.6, -0.5, -1.2], [-1.3, 0.4, -0.4], [0.1, -1.3, 0.1], [0.8, 1.0, 0.5], [1.3, -0.9, 0.0], [0.5, -0.2, -0.3], [0.5, 0.0, 0.7], [-0.2, -0.9, -0.7], [0.7, -1.3, -0.6], [-1.6, -1.4, -2.2], [0.6, -0.8, -0.9], [0.2, 0.1, 1.1], [-0.6, -0.9, -0.3], [-0.4, 0.4, 0.3], [-0.3, 0.0, 0.4], [-0.9, 0.0, 0.4], [-0.5, 1.5, 0.6], [-1.1, 1.5, 0.4], [0.4, 1.3, 1.1], [0.6, 0.1, 0.6], [-0.6, 1.5, 0.6], [-1.0, 0.7, -1.1], [1.2, -1.0, 0.1], [-1.2, 1.0, 0.3], [0.7, -1.1, -1.5], [0.0, 0.3, 0.6], [-0.1, 0.0, -0.5], [-0.8, 0.8, 0.7], [0.8, -0.4, 1.3], [2.2, 1.3, -1.3], [1.1, -0.2, 0.0], [-1.8, -1.9, -1.1], [-1.4, 1.2, 1.0], [1.2, 0.9, 0.5], [4.2, 0.8, -2.7], [-2.4, -1.9, 0.1], [-0.1, 0.3, -1.3], [-1.4, 0.6, 1.1], [1.0, -0.3, -2.0], [-1.7, 1.8, 0.1], [0.8, 0.1, -0.5], [-0.6, -0.4, 1.9], [0.8, -1.5, 0.5], [0.5, -0.4, 0.3], [-0.6, 1.1, 0.4], [0.1, -0.3, 0.2], [0.6, -0.4, -0.4], [-1.1, 0.1, 0.6], [0.2, 0.0, 0.7], [-1.9, -1.0, 1.2], [0.0, 0.4, 0.5], [0.7, -0.6, -0.4], [-0.2, -0.4, 1.0], [-0.5, 0.1, -0.1], [0.3, 0.0, -0.6], [0.4, -0.3, -0.5], [0.1, 1.3, 1.1], [-0.1, -0.3, 0.5], [0.3, -0.6, -0.2], [-0.6, 0.3, -1.4], [-0.1, -0.2, 0.6], [0.4, -0.2, 1.3], [-0.3, -1.3, -1.3], [-0.1, 0.0, -0.3], [-0.4, 0.9, 0.2], [0.2, 0.6, -0.4], [-0.1, 1.5, 1.1], [0.7, -1.4, -0.1], [-0.8, 0.0, -1.9], [0.2, 0.5, 0.4], [0.7, -0.4, 0.5], [0.0, -0.3, 0.4], [-0.5, 1.0, -1.3], [-0.2, -0.7, -0.3], [0.3, -0.7, 0.5], [0.2, 0.3, -0.5], [-0.7, 1.0, 0.1], [0.1, -0.6, 1.0]],
  "e_above_lowest_kcal_mol": 35.89,
  "multiplicity": 1,
  "homo_energy_ev": -2.39,
  "total_charge": -2
}

Record 4
{
  "formula": "C38H38F5N2O5SSeSn",
  "method": "ωB97M-V/def2-TZVPD",
  "elements": ["Sn", "C", "C", "C", "C", "C", "C", "C", "C", "C", "C", "C", "C", "H", "H", "H", "H", "H", "H", "H", "H", "H", "H", "H", "H", "H", "H", "H", "H", "H", "H", "C", "C", "N", "C", "C", "C", "S", "N", "C", "O", "C", "C", "C", "C", "C", "C", "H", "H", "H", "H", "H", "H", "H", "H", "H", "H", "H", "H", "H", "H", "H", "F", "C", "C", "F", "C", "F", "C", "Se", "C", "F", "C", "F", "O", "C", "O", "C", "C", "C", "C", "O", "C", "O", "C", "C", "H", "H", "H", "H", "H"],
  "positions_angstrom": [[0.130, -0.715, 0.190], [3.079, -2.440, 2.181], [2.430, -2.520, 0.820], [2.828, -1.638, -0.204], [3.926, -0.638, 0.044], [2.279, -1.771, -1.498], [2.746, -0.839, -2.592], [1.389, -2.827, -1.781], [0.936, -3.083, -3.199], [0.945, -3.656, -0.745], [-0.070, -4.738, -1.012], [1.447, -3.489, 0.559], [0.950, -4.389, 1.663], [2.514, -1.794, 2.859], [4.088, -2.043, 2.116], [3.157, -3.424, 2.635], [4.893, -1.093, -0.192], [3.955, -0.306, 1.078], [3.828, 0.249, -0.572], [3.755, -1.103, -2.919], [2.781, 0.196, -2.254], [2.096, -0.867, -3.461], [-0.002, -2.571, -3.434], [0.778, -4.145, -3.369], [1.680, -2.759, -3.921], [0.412, -5.716, -1.092], [-0.625, -4.565, -1.929], [-0.797, -4.811, -0.206], [1.361, -5.396, 1.559], [-0.134, -4.486, 1.637], [1.214, -4.018, 2.647], [-1.399, 2.843, 3.876], [-2.365, 3.620, 2.992], [-1.840, 3.835, 1.633], [-1.207, 5.138, 1.338], [0.303, 5.139, 1.500], [-1.866, 2.901, 0.702], [-2.749, 1.399, 1.131], [-1.308, 3.157, -0.474], [-0.713, 2.250, -1.227], [-0.606, 1.017, -0.919], [-0.100, 2.718, -2.490], [0.391, 1.787, -3.401], [1.011, 2.212, -4.564], [1.143, 3.571, -4.820], [0.648, 4.504, -3.917], [0.027, 4.080, -2.754], [-1.835, 2.712, 4.866], [-0.450, 3.365, 3.987], [-1.183, 1.854, 3.470], [-2.557, 4.606, 3.408], [-3.324, 3.108, 2.916], [-1.668, 5.851, 2.019], [-1.485, 5.406, 0.322], [0.596, 4.965, 2.535], [0.693, 6.111, 1.196], [0.762, 4.376, 0.873], [0.273, 0.732, -3.195], [1.387, 1.488, -5.275], [1.629, 3.904, -5.728], [0.751, 5.561, -4.119], [-0.351, 4.793, -2.037], [-9.046, 3.152, -0.209], [-7.841, 2.625, -0.337], [-6.970, 3.120, -1.294], [-7.349, 4.120, -2.079], [-5.707, 2.568, -1.414], [-4.886, 3.071, -2.334], [-5.298, 1.521, -0.599], [-3.565, 0.754, -0.805], [-6.192, 1.037, 0.349], [-5.834, 0.042, 1.157], [-7.453, 1.582, 0.493], [-8.292, 1.119, 1.411], [1.661, 1.520, 3.354], [1.696, 1.446, 2.149], [1.066, 0.484, 1.488], [2.483, 2.415, 1.322], [2.410, 2.429, -0.063], [3.131, 3.346, -0.833], [3.928, 4.226, -0.144], [4.723, 5.206, -0.643], [5.407, 5.779, 0.479], [4.843, 5.210, 1.660], [4.002, 4.220, 1.244], [3.294, 3.334, 2.008], [1.782, 1.710, -0.569], [3.064, 3.363, -1.913], [5.251, 6.856, 0.483], [6.467, 5.528, 0.419], [3.340, 3.323, 3.088]],
  "atomic_forces_ev_per_a": [[-0.1, 0.0, 0.1], [0.0, 0.0, 0.0], [0.0, -0.1, 0.0], [0.0, -0.1, 0.0], [0.0, 0.0, 0.0], [0.0, 0.0, 0.0], [0.0, 0.0, 0.0], [0.0, 0.0, 0.0], [0.0, 0.0, 0.0], [0.0, 0.0, 0.0], [0.0, 0.0, 0.0], [0.0, 0.0, 0.0], [0.0, 0.0, 0.0], [0.0, 0.0, 0.0], [0.0, 0.0, 0.0], [0.0, 0.0, 0.0], [0.0, 0.0, 0.0], [0.0, 0.0, 0.0], [0.0, 0.0, 0.0], [0.0, 0.0, 0.0], [0.0, 0.0, 0.0], [0.0, 0.0, 0.0], [0.0, 0.0, 0.0], [0.0, 0.0, 0.0], [0.0, 0.0, 0.0], [0.0, 0.0, 0.0], [0.0, 0.0, 0.0], [0.0, 0.0, 0.0], [0.0, 0.0, 0.0], [0.0, 0.0, 0.0], [0.0, 0.0, 0.0], [0.0, 0.0, 0.0], [0.0, 0.0, 0.0], [0.0, 0.0, 0.0], [0.0, 0.0, 0.0], [0.0, 0.0, 0.0], [-0.1, 0.1, 0.0], [0.0, 0.0, 0.0], [0.1, 0.0, 0.0], [-0.2, 0.1, 0.2], [0.3, -0.1, -0.3], [0.0, 0.0, 0.0], [0.0, 0.0, 0.0], [0.0, 0.0, 0.0], [0.0, 0.0, 0.0], [0.0, 0.0, 0.0], [0.0, 0.0, 0.0], [0.0, 0.0, 0.0], [0.0, 0.0, 0.0], [0.0, 0.0, 0.0], [0.0, 0.0, 0.0], [0.0, 0.0, 0.0], [0.0, 0.0, 0.0], [0.0, 0.0, 0.0], [0.0, 0.0, 0.0], [0.0, 0.0, 0.0], [0.0, 0.0, 0.0], [0.0, 0.0, 0.0], [0.0, 0.0, 0.0], [0.0, 0.0, 0.0], [0.0, 0.0, 0.0], [0.0, 0.0, 0.0], [0.0, 0.0, 0.0], [0.0, 0.0, 0.0], [0.0, 0.0, 0.0], [0.0, 0.0, 0.0], [0.0, 0.0, 0.0], [0.0, 0.0, 0.0], [0.0, 0.0, 0.0], [0.0, 0.0, 0.0], [0.0, 0.0, 0.0], [0.0, 0.0, 0.0], [0.0, 0.0, 0.0], [0.0, 0.0, 0.0], [-0.1, 0.0, 0.0], [0.2, -0.1, 0.0], [0.0, 0.1, 0.0], [0.0, -0.1, -0.1], [0.0, 0.0, 0.0], [0.0, 0.0, 0.0], [0.0, 0.0, 0.0], [0.0, 0.0, 0.0], [0.0, 0.0, 0.0], [0.0, 0.0, 0.0], [0.0, 0.0, 0.0], [0.0, 0.0, 0.0], [0.0, 0.0, 0.0], [0.0, 0.0, 0.0], [0.0, 0.0, 0.0], [0.0, 0.0, 0.0], [0.0, 0.0, 0.0]],
  "e_above_lowest_kcal_mol": 21.47,
  "multiplicity": 1,
  "homo_energy_ev": -10.52,
  "total_charge": 1
}